1.
26
Properties=species:S:1:pos:R:3:nbo_charge:R:1 method="wB97M-V/def2-TZVPD" relative_energy_kcal_mol=0.0 charge=0 gap_ev=8.408
O -2.337 3.816 -1.264 -0.59
N -1.118 -0.551 0.839 -0.27
N -1.774 -0.156 -0.293 -0.31
N 2.602 -0.219 0.635 -0.44
N 0.876 -2.289 3.249 -0.44
N 2.408 -3.523 1.903 -0.45
S -1.044 2.095 0.764 0.44
S 0.390 0.368 2.933 0.33
C -2.636 2.871 -1.980 0.69
C -0.622 0.488 1.488 -0.14
C -1.792 1.156 -0.463 0.17
C 3.456 -0.893 -0.123 0.23
C 1.484 -3.410 2.895 0.25
C 1.165 -1.177 2.560 0.11
C 2.651 -2.413 1.266 0.32
C 2.077 -1.213 1.500 -0.01
N -2.396 1.546 -1.634 -0.62
N 3.510 -2.212 0.232 -0.54
C -3.261 3.105 -3.353 -0.71
H 4.012 -0.429 -0.936 0.22
H 1.259 -4.335 3.403 0.19
H -2.646 0.832 -2.270 0.42
H 3.921 -2.936 -0.311 0.42
H -3.436 4.175 -3.485 0.25
H -4.184 2.527 -3.414 0.23
H -2.566 2.775 -4.143 0.23

=====

2.
99
Properties=species:S:1:pos:R:3:mulliken_charge:R:1 method="wB97M-V/def2-TZVPD" relative_energy_kcal_mol=0.0 charge=+1 gap_ev=7.999
C -0.832 1.556 -2.623 0.17
C 0.224 1.059 -2.927 -0.56
C 1.661 0.552 -2.953 -0.79
C 1.685 -0.709 -2.064 -0.48
C 1.256 -1.888 -2.687 0.85
F 0.894 -1.887 -3.987 -0.39
C 1.171 -3.117 -2.000 -0.13
N 0.687 -4.282 -2.701 -0.45
C -0.470 -4.537 -2.409 0.44
S -1.877 -5.151 -2.057 -0.34
C 1.560 -3.113 -0.641 0.94
P 1.457 -4.718 0.284 0.33
S 2.673 -6.055 -0.442 -0.38
C 1.998 -1.922 0.005 0.96
C 2.076 -0.696 -0.690 -1.10
N 2.478 0.571 -0.141 1.18
C 1.326 1.406 0.172 -0.81
O 1.118 2.374 -0.488 -0.37
N 0.505 1.031 1.296 0.11
C -0.810 0.783 0.806 0.61
O -1.592 1.660 0.677 -0.42
F -1.114 -0.505 0.485 -0.17
C 3.454 0.498 0.923 -1.56
C 4.347 1.611 1.065 -0.38
C 4.211 2.773 0.068 -0.49
C 3.519 4.040 0.623 0.55
O 3.861 5.101 0.225 -0.48
Cl 2.237 3.973 1.883 -0.19
C 5.325 1.652 2.104 0.27
C 6.254 2.878 2.248 -1.36
C 5.782 3.902 3.333 0.17
C 7.010 4.385 4.179 -1.68
O 5.232 5.089 2.749 -0.65
C 5.432 0.567 3.033 0.98
C 6.449 0.541 4.184 -1.70
C 6.040 1.361 5.449 -0.28
C 4.768 0.878 6.155 0.77
F 4.623 1.624 7.293 -0.32
F 3.636 1.071 5.451 -0.22
F 4.900 -0.395 6.572 -0.24
C 4.559 -0.542 2.870 0.36
Br 4.622 -2.102 3.997 -0.20
C 3.585 -0.552 1.845 1.34
S 2.481 -1.966 1.743 -0.59
H -1.792 1.797 -2.187 0.34
H 2.320 1.341 -2.563 -0.07
H 1.879 0.266 -3.993 0.59
H 1.849 -4.468 1.626 0.12
H 0.123 -5.187 0.337 0.08
H 0.903 0.224 1.785 0.34
H 5.225 3.071 -0.252 0.70
H 3.701 2.459 -0.860 -0.13
H 7.235 2.462 2.544 0.66
H 6.381 3.428 1.303 0.57
H 4.987 3.460 3.960 0.77
H 7.363 5.335 3.733 0.50
H 7.864 3.687 4.142 0.34
H 6.746 4.605 5.228 0.34
H 4.326 5.211 3.058 0.39
H 7.439 0.904 3.849 0.41
H 6.621 -0.495 4.531 0.60
H 5.926 2.437 5.269 -0.18
H 6.854 1.255 6.192 0.44
C -8.653 -0.515 -1.048 -1.19
C -8.250 -0.440 -2.518 -0.32
C -7.540 -1.693 -3.035 -1.17
C -6.185 -2.052 -2.438 -0.36
N -5.054 -1.046 -2.593 0.70
C -3.733 -1.783 -2.804 -0.93
C -3.733 -2.177 -4.266 -0.63
C -4.439 -1.024 -4.976 -0.67
C -5.146 -0.227 -3.882 -0.60
C -4.949 -0.113 -1.398 -0.72
C -4.279 -0.674 -0.149 0.43
C -4.998 -1.777 0.627 -1.64
H -7.790 -0.620 -0.388 0.13
H -9.177 0.396 -0.759 0.37
H -9.321 -1.360 -0.868 0.38
H -7.646 0.457 -2.683 0.23
H -9.157 -0.304 -3.110 0.49
H -7.458 -1.642 -4.125 0.31
H -8.199 -2.547 -2.850 0.55
H -5.850 -2.981 -2.900 0.31
H -6.299 -2.260 -1.379 0.29
H -2.930 -1.073 -2.598 0.44
H -3.677 -2.630 -2.122 0.25
H -4.281 -3.108 -4.420 0.32
H -2.724 -2.339 -4.641 0.47
H -5.139 -1.392 -5.725 0.28
H -3.727 -0.384 -5.497 0.33
H -6.175 0.012 -4.122 0.41
H -4.618 0.709 -3.712 0.42
H -5.947 0.269 -1.187 0.42
H -4.344 0.733 -1.726 0.17
H -4.163 0.173 0.533 0.59
H -3.265 -1.000 -0.373 -0.21
H -6.048 -1.531 0.799 0.29
H -4.530 -1.904 1.603 0.50
H -4.932 -2.742 0.122 0.33

=====

3.
207
Properties=species:S:1:pos:R:3:mulliken_charge:R:1 method="wB97M-V/def2-TZVPD" relative_energy_kcal_mol=0.0 charge=0 gap_ev=8.127
C -7.931 -1.708 2.548 -2.01
C -6.784 -1.274 1.660 1.74
C -7.293 -0.275 0.560 -1.37
C -6.074 0.434 -0.128 -0.53
C -5.305 1.275 0.978 -0.79
C -4.732 0.336 2.091 2.52
N -5.927 -0.452 2.611 0.01
O -5.587 -1.177 3.760 -0.49
C -3.664 -0.567 1.610 -0.49
C -4.288 1.139 3.357 -2.27
C -6.016 -2.388 1.058 -0.61
H -8.488 -0.900 3.023 0.41
H -7.534 -2.409 3.294 0.34
H -8.591 -2.368 1.991 0.45
H -7.920 -0.743 -0.217 0.36
H -7.992 0.386 1.061 0.44
H -6.341 1.131 -0.933 0.45
H -5.486 -0.346 -0.609 0.22
H -5.958 2.035 1.464 0.50
H -4.478 1.824 0.530 -0.14
H -3.514 -1.356 2.350 -0.20
H -3.844 -0.948 0.610 -0.13
H -2.728 -0.023 1.524 -0.30
H -3.417 1.738 3.134 0.28
H -5.105 1.734 3.756 0.66
H -4.054 0.458 4.172 0.40
H -5.471 -2.991 1.777 -0.13
H -5.241 -2.003 0.429 -0.16
H -6.626 -3.082 0.485 0.54
H -5.087 -1.982 3.571 0.33
C 1.329 -5.120 -6.547 -1.66
C 0.761 -4.980 -5.146 1.61
C 1.775 -5.036 -3.975 -1.51
C 2.745 -3.808 -3.920 -0.79
C 1.928 -2.516 -3.794 -0.17
C 0.815 -2.373 -4.904 1.80
N 0.045 -3.681 -4.958 1.03
O -0.931 -3.558 -6.017 -0.65
C -0.198 -1.275 -4.561 -1.12
C 1.457 -2.019 -6.264 -1.64
C -0.308 -6.082 -4.965 -1.79
H 0.609 -4.863 -7.324 0.27
H 1.570 -6.178 -6.610 0.49
H 2.248 -4.551 -6.611 0.32
H 1.195 -5.176 -3.062 0.21
H 2.343 -5.972 -4.007 0.38
H 3.268 -3.789 -4.880 0.45
H 3.498 -3.962 -3.146 0.46
H 2.559 -1.604 -3.818 0.15
H 1.464 -2.424 -2.805 -0.49
H -0.797 -1.656 -3.741 0.32
H 0.339 -0.342 -4.435 -0.26
H -0.854 -1.087 -5.427 0.48
H 0.660 -2.182 -6.986 0.44
H 1.784 -0.973 -6.306 0.22
H 2.301 -2.655 -6.528 0.22
H -1.100 -5.903 -5.678 0.42
H -0.739 -6.110 -3.956 0.30
H 0.196 -7.042 -5.146 0.45
H -1.741 -3.340 -5.524 0.30
C 4.458 3.312 -2.291 -1.94
C 3.777 2.771 -3.527 2.33
C 2.249 2.469 -3.230 -0.12
C 1.413 2.210 -4.539 0.91
C 1.590 3.375 -5.546 -1.50
C 3.048 3.728 -5.818 1.71
N 3.798 3.828 -4.546 0.04
O 5.182 3.986 -4.929 -0.54
C 3.672 2.623 -6.693 -1.29
C 3.161 5.104 -6.551 -2.04
C 4.529 1.577 -3.988 -1.77
H 4.030 4.277 -2.050 0.46
H 5.531 3.417 -2.426 0.52
H 4.351 2.600 -1.452 0.09
H 2.130 1.609 -2.542 0.30
H 1.912 3.390 -2.758 -0.76
H 0.350 2.051 -4.356 0.61
H 1.759 1.285 -4.993 -1.01
H 1.158 4.299 -5.161 0.11
H 1.056 3.239 -6.483 0.45
H 3.345 1.650 -6.314 -0.04
H 3.298 2.612 -7.736 0.46
H 4.746 2.742 -6.703 0.33
H 4.203 5.291 -6.785 0.48
H 2.733 5.011 -7.535 0.40
H 2.836 5.915 -5.894 0.38
H 3.952 0.936 -4.643 0.14
H 4.745 0.917 -3.147 0.47
H 5.485 1.850 -4.426 0.34
H 5.365 4.891 -4.639 0.37
C 0.766 -0.735 7.305 -1.78
C 0.375 -0.745 5.837 1.77
C -1.072 -0.265 5.639 -0.80
C -1.164 1.271 5.869 -1.21
C -0.249 1.985 4.826 -0.29
C 1.216 1.570 5.075 1.30
N 1.295 0.097 4.997 1.38
O 2.627 -0.309 5.384 -0.64
C 2.135 2.023 3.926 -1.43
C 1.747 2.136 6.381 -1.90
C 0.590 -2.131 5.286 -1.57
H 0.089 -1.396 7.875 0.41
H 0.725 0.259 7.725 0.28
H 1.796 -1.045 7.430 0.39
H -1.408 -0.479 4.609 -0.23
H -1.796 -0.792 6.283 0.54
H -0.814 1.557 6.859 0.56
H -2.207 1.509 5.692 0.49
H -0.293 3.049 5.033 0.71
H -0.507 1.696 3.815 -0.77
H 2.074 3.111 3.836 0.53
H 3.193 1.835 4.157 0.33
H 1.845 1.498 3.011 -0.18
H 1.742 3.241 6.334 0.43
H 1.214 1.930 7.311 0.37
H 2.773 1.784 6.491 0.36
H 1.614 -2.420 5.525 0.45
H 0.624 -2.209 4.209 -0.17
H -0.145 -2.795 5.728 0.41
H 3.084 -0.641 4.589 0.35
C 0.178 7.520 -1.567 -1.99
C -0.154 6.117 -1.037 1.79
C 1.158 5.455 -0.476 -1.24
C 0.790 4.178 0.334 0.63
C -0.269 4.488 1.473 -0.83
C -1.520 5.172 0.935 2.21
N -1.121 6.301 0.062 -0.14
O -2.356 6.778 -0.577 -0.51
C -2.452 4.186 0.267 -1.58
C -2.385 5.847 2.045 -2.02
C -0.784 5.311 -2.170 -1.57
H 0.787 7.445 -2.465 0.37
H 0.610 8.216 -0.830 0.40
H -0.705 7.981 -2.018 0.51
H 1.831 5.193 -1.296 0.03
H 1.687 6.162 0.153 0.45
H 1.652 3.726 0.820 0.75
H 0.448 3.395 -0.347 -0.70
H 0.159 5.101 2.260 0.56
H -0.597 3.556 1.944 -0.48
H -2.869 3.520 0.989 0.50
H -3.303 4.696 -0.158 0.43
H -1.889 3.661 -0.508 0.08
H -3.144 6.459 1.520 0.43
H -2.867 5.089 2.633 0.31
H -1.755 6.497 2.671 0.45
H -1.821 5.653 -2.277 0.35
H -0.841 4.251 -1.916 0.11
H -0.262 5.433 -3.114 0.39
H -2.342 7.737 -0.421 0.39
C 6.484 -0.892 2.558 -1.69
C 5.069 -0.338 2.742 0.71
C 4.520 0.254 1.405 -1.00
O 4.153 -1.376 3.235 -0.63
H 6.810 -1.403 3.466 0.41
H 7.194 -0.107 2.288 0.42
H 6.525 -1.642 1.766 0.31
H 5.099 0.469 3.501 0.24
H 4.605 -0.474 0.598 0.26
H 5.236 1.027 1.114 0.58
H 3.489 0.555 1.520 0.04
H 3.859 -1.927 2.489 0.13
C -2.806 -5.025 5.339 -1.74
C -2.774 -3.930 4.352 0.64
C -1.744 -4.118 3.275 -0.44
O -4.148 -3.704 3.779 -0.53
H -1.843 -5.060 5.848 0.38
H -2.902 -5.951 4.757 0.45
H -3.551 -4.967 6.126 0.41
H -2.575 -2.961 4.799 -0.12
H -1.720 -3.197 2.678 -0.35
H -2.046 -4.952 2.627 0.65
H -0.767 -4.303 3.740 0.28
H -4.420 -4.601 3.543 0.30
C 1.535 -4.056 1.935 -1.04
C 2.852 -4.231 1.114 0.14
C 2.482 -4.969 -0.211 -1.34
O 3.353 -2.923 0.848 -0.28
H 1.871 -3.838 2.940 0.37
H 0.910 -4.958 1.996 0.52
H 0.901 -3.275 1.519 -0.10
H 3.614 -4.801 1.675 0.45
H 3.429 -5.182 -0.727 0.45
H 1.701 -4.447 -0.767 0.09
H 1.994 -5.936 -0.019 0.47
H 4.004 -3.022 0.137 0.18
C -0.540 0.283 -0.734 -0.67
C 0.673 -0.093 0.042 1.50
C 0.280 -0.541 1.437 0.57
O 1.387 -1.101 -0.677 1.05
H -0.997 1.134 -0.219 0.09
H -1.142 -0.603 -0.991 0.11
H -0.247 0.765 -1.666 -0.25
H 1.314 0.812 0.096 -0.44
H -0.389 -1.402 1.359 -0.33
H -0.260 0.259 1.959 -0.63
H 1.153 -0.765 2.066 -0.13
H 1.936 -1.578 -0.025 -0.47
C -2.712 -3.974 -0.771 -1.35
C -1.509 -3.760 -1.607 1.47
O -1.874 -3.753 -2.983 -0.78
H -3.153 -4.962 -0.940 0.48
H -3.441 -3.190 -0.974 0.24
H -2.383 -3.882 0.256 0.04
H -0.819 -4.588 -1.424 0.20
H -0.910 -2.882 -1.350 -0.67
H -1.099 -3.841 -3.582 0.03

=====

4.
61
Properties=species:S:1:pos:R:3:nbo_charge:R:1 method="wB97M-V/def2-TZVPD" relative_energy_kcal_mol=40.4 charge=-1 multiplicity=3 gap_ev="5.546 / 6.250"
C -0.146 -0.106 -6.435 -0.28
C -0.774 -1.113 -5.426 -0.41
C -0.325 1.315 -5.845 -0.38
C -1.499 1.166 -4.865 -0.27
H -0.522 2.030 -6.651 0.24
H 0.582 1.596 -5.289 0.22
C -1.265 -0.267 -4.258 -0.22
H -0.018 -1.848 -5.123 0.23
H -1.625 -1.628 -5.896 0.20
C -0.134 -0.244 -3.163 -0.02
H -2.189 -0.656 -3.801 0.20
H -2.435 1.090 -5.447 0.20
C -1.693 2.252 -3.897 0.13
C 1.320 -0.302 -6.745 0.83
C -0.733 -0.223 -7.846 0.84
O -1.417 0.673 -8.305 -0.58
O 2.086 -1.047 -6.155 -0.61
O 1.685 0.441 -7.806 -0.52
O -0.409 -1.298 -8.613 -0.54
C 0.026 -2.594 -8.119 -0.26
H -0.184 -2.763 -7.053 0.21
H 1.099 -2.712 -8.324 0.19
H -0.545 -3.308 -8.718 0.19
C 3.045 0.258 -8.202 -0.26
H 3.717 0.687 -7.449 0.19
H 3.138 0.779 -9.153 0.19
H 3.273 -0.808 -8.315 0.19
O -0.374 0.550 -2.128 -0.93
H 0.855 -0.036 -3.642 0.10
H -0.039 -1.288 -2.783 0.08
C -2.988 2.354 -3.212 -0.65
C -0.635 3.223 -3.602 -0.68
H -0.175 3.639 -4.511 0.19
H 0.168 2.757 -3.003 0.24
H -1.046 4.044 -2.999 0.20
H -2.835 2.571 -2.145 0.22
H -3.569 1.427 -3.303 0.20
H -3.595 3.178 -3.627 0.19
Mo 0.481 -0.172 0.961 0.59
C -1.773 -1.177 1.710 -0.19
C -2.172 -0.923 0.361 -0.27
C -1.312 -1.648 -0.507 -0.14
H -3.042 -0.354 0.038 0.24
C -0.310 -2.309 0.288 -0.32
C -0.606 -2.040 1.686 -0.39
H -0.104 -2.494 2.537 0.24
H -2.336 -0.915 2.601 0.24
H -1.487 -1.835 -1.562 0.24
H 0.416 -3.039 -0.066 0.23
C 2.301 1.167 0.879 -0.27
C 2.594 0.033 1.717 -0.30
C 2.477 -1.159 0.918 -0.28
H 2.951 0.060 2.740 0.24
C 2.128 -0.756 -0.423 -0.27
C 1.989 0.681 -0.441 -0.24
H 1.767 1.295 -1.308 0.29
H 2.383 2.213 1.160 0.26
H 2.699 -2.170 1.250 0.24
H 2.049 -1.406 -1.289 0.26
N -0.668 1.963 3.169 -0.53
C -0.252 1.191 2.385 0.05

=====

5.
48
Properties=species:S:1:pos:R:3:nbo_charge:R:1 method="wB97M-V/def2-TZVPD" charge=+3 gap_ev=8.513
Ti 10.148 10.540 6.546 1.49
C 14.576 10.957 6.764 -0.43
N 13.706 11.372 7.899 -0.27
C 14.314 12.197 8.941 -0.45
C 12.460 10.994 7.959 0.67
O 12.029 10.209 7.014 -0.64
C 11.557 11.415 9.091 -0.15
O 10.242 10.934 8.664 -0.52
C 9.063 11.663 9.186 -0.15
C 7.993 11.381 8.172 0.66
O 8.284 10.792 7.054 -0.63
N 6.746 11.769 8.284 -0.27
C 6.150 12.366 9.479 -0.43
C 5.835 11.576 7.129 -0.43
H 15.341 10.240 7.098 0.25
H 15.078 11.838 6.329 0.26
H 13.956 10.492 5.996 0.24
H 14.392 11.646 9.909 0.25
H 13.740 13.124 9.091 0.24
H 15.339 12.459 8.631 0.27
H 11.504 12.509 9.207 0.25
H 11.823 10.963 10.059 0.27
H 9.357 12.724 9.249 0.26
H 8.791 11.301 10.193 0.27
H 6.884 12.290 10.299 0.21
H 5.221 11.843 9.764 0.26
H 5.929 13.430 9.323 0.26
H 6.408 11.584 6.202 0.24
H 5.108 12.387 7.155 0.25
H 5.289 10.607 7.222 0.25
Br 10.494 12.807 6.041 -0.04
O 10.135 9.640 4.758 -0.58
C 9.932 8.488 5.369 0.77
O 9.715 8.388 6.633 -0.62
C 10.153 7.285 4.459 -0.15
N 9.190 6.149 4.862 -0.51
C 9.751 5.524 6.148 -0.23
C 11.234 5.916 6.142 -0.45
C 11.497 6.646 4.799 -0.42
H 10.052 7.570 3.391 0.29
H 9.211 5.442 4.104 0.46
H 8.206 6.446 4.960 0.46
H 9.599 4.426 6.087 0.26
H 9.176 5.932 6.997 0.25
H 11.872 5.021 6.289 0.28
H 11.429 6.583 7.003 0.24
H 11.759 5.918 3.992 0.26
H 12.307 7.389 4.833 0.26

=====

What did we get for electronic energy? Answer: -43595.0360 -191155.9742 -91260.0913 -38954.8353 -121730.2477 eV, in the order shown.